[1]
{"formula": "C23H30FO5Rh", "method": "ωB97M-V with the def2-TZVPD basis set", "species": ["C", "C", "C", "C", "H", "H", "C", "H", "H", "C", "H", "H", "C", "C", "C", "O", "O", "O", "O", "C", "H", "H", "H", "C", "H", "H", "H", "O", "H", "H", "C", "C", "H", "H", "H", "H", "H", "H", "Rh", "C", "C", "C", "H", "C", "C", "H", "H", "H", "H", "C", "C", "C", "H", "C", "C", "H", "H", "H", "H", "F"], "coordinates": [[-0.0656, -0.2047, -3.0142], [-0.6705, -1.3181, -2.0542], [-0.2405, 1.1684, -2.3418], [-1.3975, 0.9552, -1.3629], [-0.5157, 1.8889, -3.1099], [0.6818, 1.4943, -1.8336], [-1.2139, -0.5163, -0.8667], [0.1382, -2.0157, -1.7643], [-1.4879, -1.8560, -2.5871], [-0.1411, -0.3712, 0.2351], [-2.1551, -0.9458, -0.4691], [-2.3338, 0.9987, -1.9436], [-1.4417, 1.9013, -0.1740], [1.3764, -0.3855, -3.3978], [-0.6961, -0.2652, -4.3897], [-1.2859, 0.7290, -4.8300], [2.2033, -1.1382, -2.8707], [1.6863, 0.3817, -4.4495], [-0.5746, -1.3856, -5.1245], [0.0298, -2.6372, -4.7334], [-0.1300, -2.9125, -3.6907], [1.0969, -2.6160, -4.9610], [-0.4650, -3.3612, -5.3792], [3.0243, 0.2550, -4.8813], [3.6976, 0.6352, -4.1163], [3.0930, 0.8419, -5.7888], [3.2535, -0.7898, -5.0760], [-0.4104, 0.7793, 1.0131], [0.8408, -0.1752, -0.2525], [-0.0251, -1.3768, 0.7332], [-2.7990, 2.1532, 0.3473], [-0.4832, 3.0659, -0.0842], [-0.3296, 3.5405, -1.0849], [0.5362, 2.8628, 0.3744], [-0.9763, 3.8390, 0.5306], [-2.7330, 2.2956, 1.4376], [-3.5315, 1.3677, 0.0886], [-3.1578, 3.1023, -0.1051], [0.8502, 0.8746, 2.9268], [-1.8953, -1.1067, 5.0638], [-2.4655, -1.0393, 3.7529], [-1.7737, -1.9813, 2.9255], [-3.2711, -0.3769, 3.4335], [-0.7400, -2.5768, 3.7084], [-0.8349, -2.0603, 5.0351], [-0.2201, -2.3497, 5.8834], [-2.2250, -0.5217, 5.9207], [-2.0140, -2.2143, 1.8891], [-0.0183, -3.2988, 3.3360], [2.4342, 1.5860, 3.9172], [1.8483, 0.4975, 4.6195], [1.8416, -0.6341, 3.7414], [1.5796, 0.5031, 5.6852], [2.4089, -0.2417, 2.4848], [2.7867, 1.1319, 2.6030], [3.2994, 1.6958, 1.8266], [2.6570, 2.5775, 4.3312], [1.5511, -1.6501, 3.9925], [2.5864, -0.8698, 1.6172], [-0.7831, 2.0704, 3.2834]], "fmax_ev_per_a": 13.16, "e_tot_ev": -40291.4201, "homo_lumo_gap_ha": [0.069, 0.147], "spin_multiplicity": 5, "charge": -2}

[2]
{"formula": "C23H30IrN4O2PS2", "method": "ωB97M-V with the def2-TZVPD basis set", "species": ["Ir", "C", "N", "C", "C", "C", "C", "C", "C", "N", "C", "C", "C", "C", "C", "C", "N", "C", "C", "C", "C", "C", "N", "H", "H", "H", "H", "H", "H", "H", "H", "H", "H", "H", "H", "H", "H", "H", "H", "H", "H", "C", "C", "O", "P", "S", "S", "O", "C", "C", "H", "H", "H", "H", "H", "H", "H", "H", "H", "H", "C", "H", "H"], "coordinates": [[0.0484, 0.5509, -0.1523], [0.5724, -2.1274, -1.6283], [0.1766, -1.7152, -0.2618], [1.2497, -2.0450, 0.6938], [2.4206, -1.1287, 0.4925], [3.7396, -1.5146, 0.6518], [4.7393, -0.5629, 0.5263], [4.3871, 0.7461, 0.2452], [3.0483, 1.0564, 0.0873], [2.0879, 0.1361, 0.2008], [-1.0745, -2.3313, 0.1839], [-2.3044, -1.8594, -0.5577], [-3.5137, -1.8333, 0.1246], [-4.6496, -1.4365, -0.5441], [-4.5440, -1.0659, -1.8689], [-3.2975, -1.1050, -2.4669], [-2.1813, -1.4995, -1.8443], [0.6852, -0.9851, -2.6029], [1.0321, -1.2487, -3.9209], [1.0357, -0.2189, -4.8428], [0.6793, 1.0542, -4.4223], [0.3663, 1.2472, -3.0918], [0.3931, 0.2541, -2.1945], [-0.1771, -2.8027, -2.0388], [1.5164, -2.6792, -1.5917], [1.5500, -3.0967, 0.6245], [0.8559, -1.8464, 1.6949], [3.9715, -2.5466, 0.8796], [5.7778, -0.8395, 0.6502], [5.1310, 1.5235, 0.1465], [2.7105, 2.0602, -0.1294], [-1.1986, -2.0528, 1.2320], [-1.0023, -3.4280, 0.1292], [-3.5424, -2.0793, 1.1771], [-5.6018, -1.3887, -0.0321], [-5.4060, -0.7336, -2.4308], [-3.1727, -0.7872, -3.4960], [1.2762, -2.2614, -4.2154], [1.2993, -0.4090, -5.8751], [0.6444, 1.8896, -5.1067], [0.0684, 2.2129, -2.7100], [-4.7612, 2.6067, 3.5998], [-3.8100, 2.7026, 2.4234], [-2.5059, 2.2316, 2.7696], [-2.2306, 0.6329, 2.5648], [-0.1671, 0.6276, 2.1998], [-1.9245, 1.6975, -0.6461], [-2.2149, 0.2405, 4.1879], [-2.1430, -1.1405, 4.5058], [-0.8098, -1.4855, 5.1422], [-5.7347, 3.0254, 3.3347], [-4.3655, 3.1540, 4.4556], [-4.9001, 1.5672, 3.9004], [-3.6813, 3.7387, 2.1082], [-4.1863, 2.1432, 1.5613], [-2.3000, -1.7506, 3.6041], [-2.9646, -1.3677, 5.1901], [0.0035, -1.2702, 4.4498], [-0.7793, -2.5439, 5.4146], [-0.6577, -0.8918, 6.0436], [-0.4324, 2.5460, -0.2093], [-0.4568, 3.0407, 0.7596], [0.0264, 3.1760, -0.9752]], "fmax_ev_per_a": 0.77, "e_tot_ev": -68194.2709, "homo_lumo_gap_ha": 0.244, "spin_multiplicity": 1}

[3]
{"formula": "C23H30N2O3", "method": "ωB97M-V with the def2-TZVPD basis set", "species": ["C", "H", "H", "H", "C", "C", "H", "H", "H", "C", "C", "O", "C", "C", "O", "H", "C", "H", "H", "C", "N", "C", "H", "C", "C", "H", "C", "N", "C", "O", "C", "C", "C", "C", "C", "C", "C", "H", "H", "H", "H", "H", "H", "H", "C", "C", "H", "H", "H", "H", "H", "H", "H", "H", "H", "H", "H", "H"], "coordinates": [[-3.6522, -1.5251, 1.1987], [-2.6229, -1.2539, 0.9757], [-3.8367, -2.5262, 0.8146], [-3.7756, -1.5447, 2.2797], [-4.6248, -0.5250, 0.5703], [-6.0588, -0.9141, 0.9363], [-6.2865, -1.9124, 0.5698], [-6.1911, -0.9080, 2.0160], [-6.7729, -0.2187, 0.5002], [-4.4681, -0.5161, -0.9513], [-3.1125, -0.0375, -1.4243], [-2.6332, -0.4459, -2.4678], [-2.4311, 0.9431, -0.5858], [-2.9687, 1.3996, 0.6750], [-2.3681, 2.1941, 1.4009], [-0.8829, 2.6156, 0.4898], [-4.3275, 0.8851, 1.0830], [-4.4005, 0.9347, 2.1717], [-5.0648, 1.5853, 0.6761], [-1.2078, 1.4132, -1.0357], [-0.4861, 2.3171, -0.4090], [0.8277, 2.7398, -0.8092], [0.8784, 2.7687, -1.9020], [1.9182, 1.7913, -0.2883], [1.9701, 1.7480, 1.2391], [0.9769, 1.5852, 1.6576], [2.8873, 0.5912, 1.6675], [3.9410, 0.4002, 0.6941], [4.3861, -0.7790, 0.2006], [5.2642, -0.8259, -0.6405], [3.7299, -2.0455, 0.7351], [2.3067, -2.1579, 0.2514], [1.9891, -1.8136, -1.0587], [0.6838, -1.8944, -1.5099], [-0.3204, -2.3311, -0.6623], [-0.0115, -2.6894, 0.6383], [1.2931, -2.5990, 1.0932], [1.5267, -2.8790, 2.1117], [-0.7857, -3.0419, 1.3043], [-1.3348, -2.3921, -1.0242], [0.4412, -1.6201, -2.5256], [2.7761, -1.4875, -1.7237], [3.7773, -2.0784, 1.8249], [4.3130, -2.8823, 0.3414], [4.3999, 1.6317, 0.0881], [3.2984, 2.2027, -0.8207], [3.4238, 1.8290, -1.8368], [3.3817, 3.2905, -0.8481], [4.6516, 2.3369, 0.8852], [5.3010, 1.4086, -0.4837], [3.3305, 0.8060, 2.6495], [2.2934, -0.3170, 1.7476], [2.3425, 2.7022, 1.6160], [1.6788, 0.7828, -0.6443], [0.9961, 3.7482, -0.4233], [-0.8366, 1.0265, -1.9794], [-4.6467, -1.5080, -1.3719], [-5.2096, 0.1595, -1.3905]], "fmax_ev_per_a": 0.70, "smiles": "CC1(C)CC(=O)C(=CNCC2CCN(C(=O)Cc3ccccc3)CC2)C(=O)C1", "e_tot_ev": -33462.3815, "homo_lumo_gap_ha": 0.338, "spin_multiplicity": 1}

[4]
{"formula": "C23H30N2O4S", "method": "ωB97M-V with the def2-TZVPD basis set", "species": ["C", "N", "C", "C", "N", "C", "O", "C", "C", "C", "C", "C", "S", "C", "C", "C", "C", "C", "C", "H", "H", "H", "H", "H", "C", "C", "O", "C", "C", "H", "H", "C", "H", "C", "H", "O", "H", "H", "H", "H", "H", "O", "H", "H", "H", "H", "H", "C", "C", "H", "H", "H", "H", "H", "H", "H", "H", "H", "H", "H"], "coordinates": [[-4.3924, -0.7926, 3.5243], [-4.3645, -0.6984, 2.0804], [-3.2316, -1.4190, 1.5232], [-3.3019, -1.3682, -0.0034], [-3.2805, 0.0065, -0.4361], [-2.3028, 0.6629, -1.0889], [-2.4213, 1.8341, -1.4222], [-1.0274, -0.0511, -1.4273], [-0.3359, 0.3061, -2.5080], [1.0122, -0.2483, -2.8455], [2.0730, 0.8112, -2.6961], [1.9045, 1.9862, -2.0508], [3.3228, 2.9742, -2.0071], [4.2116, 1.7764, -2.9032], [5.5377, 1.8501, -3.3007], [6.0664, 0.7988, -4.0201], [5.2812, -0.3072, -4.3432], [3.9642, -0.3814, -3.9475], [3.4045, 0.6643, -3.2105], [3.3634, -1.2400, -4.2087], [5.7151, -1.1153, -4.9137], [7.0969, 0.8335, -4.3403], [6.1339, 2.7140, -3.0506], [1.0129, 2.3493, -1.5785], [1.3139, -1.4644, -1.9533], [0.8094, -1.2128, -0.5326], [1.5356, -0.1474, 0.0015], [1.1142, 0.3160, 1.2748], [1.5769, -0.5803, 2.4263], [1.1100, -1.5633, 2.3366], [2.6581, -0.7111, 2.3427], [1.2403, 0.0098, 3.7963], [1.7848, -0.5455, 4.5623], [-0.2468, -0.0588, 4.1525], [-0.6227, -1.0740, 4.0005], [-1.0738, 0.7664, 3.3649], [-0.7591, 1.6752, 3.4298], [-0.3714, 0.1979, 5.2155], [1.5745, 1.0504, 3.8376], [1.5732, 1.3046, 1.3648], [0.0249, 0.4249, 1.2922], [-0.5788, -0.9786, -0.5108], [0.9289, -2.1223, 0.0835], [0.8002, -2.3473, -2.3386], [2.3844, -1.6586, -1.9117], [1.0145, -0.5749, -3.8934], [-0.7470, 1.0660, -3.1521], [-4.3918, 0.7518, 0.1166], [-4.3276, 0.6876, 1.6422], [-5.1900, 1.2081, 2.0648], [-3.4070, 1.1890, 1.9885], [-4.3200, 1.7823, -0.2331], [-5.3285, 0.3065, -0.2324], [-2.4803, -1.9270, -0.4427], [-4.2530, -1.8070, -0.3280], [-3.2824, -2.4580, 1.8575], [-2.2742, -0.9839, 1.8543], [-4.4542, -1.8417, 3.8110], [-3.5006, -0.3481, 3.9898], [-5.2767, -0.2773, 3.8967]], "fmax_ev_per_a": 0.91, "smiles": "CN1CCN(C(=O)C2=C[C@@H](c3csc4ccccc34)C[C@@H](OCCCCO)O2)CC1", "e_tot_ev": -46343.1516, "homo_lumo_gap_ha": 0.315, "spin_multiplicity": 1}

Please write out number 2 again, unchanged.
{"formula": "C23H30IrN4O2PS2", "method": "ωB97M-V with the def2-TZVPD basis set", "species": ["Ir", "C", "N", "C", "C", "C", "C", "C", "C", "N", "C", "C", "C", "C", "C", "C", "N", "C", "C", "C", "C", "C", "N", "H", "H", "H", "H", "H", "H", "H", "H", "H", "H", "H", "H", "H", "H", "H", "H", "H", "H", "C", "C", "O", "P", "S", "S", "O", "C", "C", "H", "H", "H", "H", "H", "H", "H", "H", "H", "H", "C", "H", "H"], "coordinates": [[0.0484, 0.5509, -0.1523], [0.5724, -2.1274, -1.6283], [0.1766, -1.7152, -0.2618], [1.2497, -2.0450, 0.6938], [2.4206, -1.1287, 0.4925], [3.7396, -1.5146, 0.6518], [4.7393, -0.5629, 0.5263], [4.3871, 0.7461, 0.2452], [3.0483, 1.0564, 0.0873], [2.0879, 0.1361, 0.2008], [-1.0745, -2.3313, 0.1839], [-2.3044, -1.8594, -0.5577], [-3.5137, -1.8333, 0.1246], [-4.6496, -1.4365, -0.5441], [-4.5440, -1.0659, -1.8689], [-3.2975, -1.1050, -2.4669], [-2.1813, -1.4995, -1.8443], [0.6852, -0.9851, -2.6029], [1.0321, -1.2487, -3.9209], [1.0357, -0.2189, -4.8428], [0.6793, 1.0542, -4.4223], [0.3663, 1.2472, -3.0918], [0.3931, 0.2541, -2.1945], [-0.1771, -2.8027, -2.0388], [1.5164, -2.6792, -1.5917], [1.5500, -3.0967, 0.6245], [0.8559, -1.8464, 1.6949], [3.9715, -2.5466, 0.8796], [5.7778, -0.8395, 0.6502], [5.1310, 1.5235, 0.1465], [2.7105, 2.0602, -0.1294], [-1.1986, -2.0528, 1.2320], [-1.0023, -3.4280, 0.1292], [-3.5424, -2.0793, 1.1771], [-5.6018, -1.3887, -0.0321], [-5.4060, -0.7336, -2.4308], [-3.1727, -0.7872, -3.4960], [1.2762, -2.2614, -4.2154], [1.2993, -0.4090, -5.8751], [0.6444, 1.8896, -5.1067], [0.0684, 2.2129, -2.7100], [-4.7612, 2.6067, 3.5998], [-3.8100, 2.7026, 2.4234], [-2.5059, 2.2316, 2.7696], [-2.2306, 0.6329, 2.5648], [-0.1671, 0.6276, 2.1998], [-1.9245, 1.6975, -0.6461], [-2.2149, 0.2405, 4.1879], [-2.1430, -1.1405, 4.5058], [-0.8098, -1.4855, 5.1422], [-5.7347, 3.0254, 3.3347], [-4.3655, 3.1540, 4.4556], [-4.9001, 1.5672, 3.9004], [-3.6813, 3.7387, 2.1082], [-4.1863, 2.1432, 1.5613], [-2.3000, -1.7506, 3.6041], [-2.9646, -1.3677, 5.1901], [0.0035, -1.2702, 4.4498], [-0.7793, -2.5439, 5.4146], [-0.6577, -0.8918, 6.0436], [-0.4324, 2.5460, -0.2093], [-0.4568, 3.0407, 0.7596], [0.0264, 3.1760, -0.9752]], "fmax_ev_per_a": 0.77, "e_tot_ev": -68194.2709, "homo_lumo_gap_ha": 0.244, "spin_multiplicity": 1}